No. 1
{
  "formula": "C2H6NO3",
  "method": "the ωB97M-V functional and the def2-TZVPD basis",
  "symbols": ["C", "N", "C", "O", "O", "H", "H", "H", "H", "H", "H", "O"],
  "coordinates": [[0.45867, 0.80403, 1.94709], [0.14332, -0.49736, 1.26149], [-0.14687, -0.33196, -0.17779], [-0.81503, -1.29423, -0.74742], [0.47790, 0.59175, -0.72801], [0.90029, 0.71961, 2.92004], [1.02332, 1.44909, 1.24683], [-0.44191, 1.40746, 2.03457], [0.89632, -1.12670, 1.43580], [-1.16997, -1.13796, -2.70040], [-0.31461, 0.00565, -3.06762], [-1.01143, -0.58938, -3.42458]],
  "forces_ev_per_a": [[-0.531, 0.084, -2.331], [-1.142, 1.670, 1.365], [0.711, -2.888, -1.418], [1.136, 2.234, 1.791], [-0.896, 0.433, -0.428], [0.372, -0.404, 0.408], [0.504, -0.396, 0.545], [-0.517, -0.285, 0.347], [0.307, -0.618, -0.350], [-0.352, -1.430, 2.534], [-0.720, -0.550, -0.066], [1.127, 2.151, -2.396]],
  "de_lowest_kcal_mol": 17.6,
  "lumo_ev": 4.158,
  "multiplicity": 1,
  "charge": -1,
  "homo_ha": -0.1565
}

No. 2
{
  "formula": "C6H3N2O4S3Sn",
  "method": "the ωB97M-V functional and the def2-TZVPD basis",
  "symbols": ["Sn", "O", "C", "O", "C", "C", "N", "N", "C", "C", "O", "O", "H", "H", "H", "S", "C", "S", "S"],
  "coordinates": [[-2.80064, -0.31894, -1.57016], [3.45325, 1.47256, 1.24524], [2.08605, 1.36961, 1.24978], [1.44688, 1.93364, 2.08131], [1.54423, 0.52202, 0.16380], [2.08133, -0.66394, -0.28336], [1.22967, -1.14675, -1.20461], [0.16482, -0.35154, -1.38413], [0.32839, 0.65697, -0.55010], [-0.68906, 1.77573, -0.53845], [-0.28791, 2.91459, -0.40727], [-1.91540, 1.39432, -0.65383], [3.78207, 1.14653, 0.39960], [2.95830, -1.21199, 0.01925], [1.27366, -2.02619, -1.68746], [-4.23613, -2.91964, 2.00164], [-3.69050, -1.90196, 0.83019], [-4.63255, -0.58379, 0.17973], [-2.09647, -2.06126, 0.10882]],
  "forces_ev_per_a": [[0.029, -0.008, -0.049], [-0.013, -0.036, 0.011], [-0.001, 0.273, -0.175], [0.026, -0.140, 0.092], [-0.035, -0.007, 0.142], [-0.026, -0.078, -0.013], [-0.029, 0.047, -0.027], [0.059, -0.054, 0.079], [-0.009, 0.010, -0.234], [0.059, -0.111, 0.282], [-0.014, 0.042, -0.069], [-0.040, 0.104, -0.120], [0.005, -0.016, 0.019], [0.017, 0.008, 0.009], [-0.010, 0.004, -0.008], [0.016, 0.051, -0.030], [0.013, -0.066, -0.033], [0.019, -0.018, 0.065], [-0.068, -0.005, 0.059]],
  "de_lowest_kcal_mol": 1.1,
  "lumo_ev": 2.372,
  "multiplicity": 1,
  "charge": -1,
  "homo_ha": -0.1728
}

No. 3
{
  "formula": "C19H16Br3N3O6",
  "method": "the ωB97M-V functional and the def2-TZVPD basis",
  "symbols": ["C", "Br", "Br", "Br", "H", "C", "C", "C", "C", "C", "C", "N", "O", "O", "H", "H", "H", "H", "H", "C", "C", "C", "C", "C", "C", "N", "O", "O", "H", "H", "H", "H", "H", "C", "C", "C", "C", "C", "C", "N", "O", "O", "H", "H", "H", "H", "H"],
  "coordinates": [[-16.12839, 13.33680, -10.86117], [-14.48124, 12.38830, -11.54698], [-17.71654, 12.56236, -11.78400], [-15.99553, 15.30816, -11.06035], [-16.18620, 13.02879, -9.81720], [-13.34709, 7.47089, -5.86534], [-12.26407, 8.27551, -6.28844], [-12.60428, 9.42073, -7.01614], [-13.92606, 9.69697, -7.24031], [-15.00767, 8.88329, -6.84862], [-14.71229, 7.75964, -6.11107], [-14.36967, 10.88689, -8.02856], [-15.56626, 11.09616, -8.24402], [-13.46057, 11.57617, -8.47983], [-13.05898, 6.68809, -5.17933], [-11.25674, 7.93929, -6.09189], [-11.75342, 9.93462, -7.43846], [-16.05457, 9.01208, -7.08060], [-15.46732, 7.04362, -5.82187], [-11.53062, 11.82152, -14.12882], [-11.66728, 10.94242, -15.22334], [-10.62342, 10.55846, -16.02167], [-9.37247, 11.05825, -15.81939], [-9.18696, 11.94266, -14.73723], [-10.22334, 12.36336, -13.86889], [-8.25497, 10.67118, -16.67329], [-7.19563, 11.15893, -16.41547], [-8.47733, 9.87151, -17.54852], [-12.36774, 12.11916, -13.51479], [-12.67599, 10.62355, -15.44066], [-10.81003, 9.82966, -16.79653], [-8.19831, 12.32569, -14.53169], [-9.94805, 12.93540, -12.99517], [-17.13156, 15.68377, -7.21843], [-18.22738, 15.33473, -7.98056], [-19.47230, 15.41250, -7.47944], [-19.71391, 15.94999, -6.15018], [-18.57823, 16.39781, -5.39494], [-17.32653, 16.20539, -5.92381], [-21.02392, 15.84806, -5.46376], [-21.96035, 15.24096, -5.99488], [-21.11954, 16.25369, -4.34107], [-16.12968, 15.64629, -7.61996], [-18.11951, 15.03332, -9.01202], [-20.28445, 14.94191, -8.01362], [-18.68780, 16.84567, -4.41830], [-16.52117, 16.60816, -5.32750]],
  "forces_ev_per_a": [[0.017, -0.288, -0.988], [-0.927, 0.701, 0.339], [1.040, 0.716, 0.639], [-0.052, -1.540, 0.130], [0.056, 0.297, -0.160], [0.548, 0.585, 0.844], [-2.613, -0.467, -0.163], [1.494, -0.785, 0.057], [-2.711, 0.327, -0.502], [0.626, -0.539, 0.462], [1.921, -0.448, -0.243], [0.729, 0.329, -0.772], [1.334, -0.289, 0.453], [-0.738, -0.105, 0.316], [-0.331, -0.549, -0.221], [0.054, 0.330, -0.032], [-0.484, 0.763, -0.093], [0.224, 0.778, -0.284], [-0.082, 0.156, 0.179], [3.028, 1.730, 0.987], [-2.150, 1.206, 1.598], [2.144, -1.167, -1.776], [-1.604, -0.039, 0.327], [0.869, 0.585, 0.332], [-2.728, -2.001, -0.686], [-0.112, -0.748, -0.520], [0.999, 0.744, 0.459], [-0.420, -0.055, -0.059], [-0.151, -0.132, -0.006], [-0.038, -0.305, -0.155], [0.170, 0.018, -0.219], [0.270, -0.089, -0.163], [-0.352, 0.303, -0.089], [0.165, 0.857, 1.077], [1.440, 0.089, -0.721], [-2.928, 0.392, 3.161], [2.269, -0.594, -0.992], [-2.220, -0.762, -0.877], [0.421, 0.306, -0.866], [-1.276, -1.443, -0.835], [1.318, 0.579, -0.645], [0.685, 0.978, 0.956], [0.061, -0.143, -0.058], [0.162, -0.262, 0.004], [-0.299, 0.373, -0.032], [-0.223, -0.086, -0.001], [0.396, -0.305, -0.164]],
  "de_lowest_kcal_mol": 0.0,
  "lumo_ev": [-5.570, -9.497],
  "multiplicity": 2,
  "charge": 1,
  "homo_ha": [-0.4147, -0.4147]
}